# 1
A molecular structure, C18H5CuF4N4 at a distorted geometry, computed with the ωB97M-V functional and the def2-TZVPD basis.

XYZ file:
```
32
Properties=species:S:1:pos:R:3:forces:R:3:lowdin_charge:R:1
Cu -2.5836 -0.7660 -2.0066 0.2 -0.6 -1.0 0.446
F -1.2841 1.3254 4.0647 -0.1 0.0 0.1 0.153
C -0.4848 1.5707 3.0449 0.6 0.2 0.3 -0.137
C 0.7837 1.9482 3.3019 -0.7 -0.2 0.0 -0.133
F 1.1596 2.0525 4.5585 0.2 0.1 0.2 0.160
C 1.7361 2.2237 2.2567 1.0 0.3 0.2 -0.006
C 1.2433 2.0280 0.9193 -0.6 -0.2 -0.2 -0.135
C -0.0223 1.6419 0.6679 0.6 0.2 0.0 -0.137
F -0.3942 1.5011 -0.5872 -0.2 -0.1 -0.3 0.149
C -0.9829 1.4043 1.7097 -1.2 -0.4 -0.3 0.007
C -2.2923 1.0325 1.4507 1.2 0.3 0.8 -0.102
C -2.7655 0.7728 0.1528 -0.5 0.2 -0.7 -0.101
N -3.2278 0.5781 -0.8869 0.1 0.1 0.6 0.151
C -3.2689 0.8594 2.4782 -0.3 0.0 0.2 -0.161
N -4.1095 0.7456 3.2533 0.1 0.0 -0.1 0.218
F 2.0508 2.2506 -0.0937 0.1 0.0 -0.2 0.164
C 3.0145 2.6527 2.5120 -0.8 -0.3 -0.1 -0.106
C 3.9802 2.9056 1.4952 0.3 0.1 -0.3 -0.159
N 4.8126 3.1367 0.7374 -0.1 0.0 0.1 0.227
C 3.5091 2.9131 3.8246 0.1 0.1 0.3 -0.158
N 3.9658 3.1811 4.8444 0.0 -0.1 -0.1 0.225
C 0.3020 -4.0948 -3.7867 0.2 -0.1 0.0 -0.119
C 0.4861 -3.4862 -2.5557 0.0 0.1 0.1 -0.120
C -0.4051 -2.5061 -2.1323 0.0 -0.2 -0.3 -0.185
C -1.5008 -2.1064 -2.9179 -0.2 0.5 0.8 -0.282
C -1.6513 -2.7339 -4.1556 0.1 -0.1 0.0 -0.163
C -0.7645 -3.7162 -4.5859 -0.1 0.1 -0.1 -0.114
H 0.9937 -4.8603 -4.1185 0.0 0.0 0.0 0.094
H 1.3209 -3.7633 -1.9213 0.0 -0.1 0.0 0.092
H -0.2346 -2.0462 -1.1627 0.0 0.0 0.0 0.061
H -2.4724 -2.4609 -4.8085 0.0 0.0 0.0 0.077
H -0.9138 -4.1835 -5.5526 0.0 0.0 0.0 0.094
```
Forces are in eV/Å.

ΔE to the lowest compared entry with this formula, charge and spin   0.397 eV
HOMO level (spin up / spin down)   -8.34 / -8.34 eV
Lowest unoccupied orbital energy (spin up / spin down)   -4.27 / -4.27 eV
Largest force on an atom   1.48 eV/A

=====

# 2
11 unconnected molecules or ions with the total composition C18H61N3O11 at a distorted geometry, computed with the ωB97M-V functional and the def2-TZVPD basis.

XYZ file:
```
93
Properties=species:S:1:pos:R:3:forces:R:3:lowdin_charge:R:1
C 3.8851 2.3123 2.5821 -0.1 0.0 0.5 -0.105
O 3.3463 2.5528 1.3123 -0.4 -0.6 -1.0 -0.167
C 1.9873 2.1997 1.1651 -1.5 -0.6 0.1 -0.198
C 1.4878 2.1792 -0.3132 -0.4 0.6 0.6 -0.387
C 1.5826 3.5906 -0.8643 1.4 -1.0 0.2 -0.045
N 0.1145 1.6965 -0.5188 0.7 -1.6 0.2 0.058
H 3.3278 2.8927 3.3174 0.4 0.5 0.3 0.091
H 4.9534 2.5254 2.5444 -0.2 0.5 0.1 0.094
H 3.8282 1.2935 2.9654 -0.3 -0.5 -0.5 0.064
H 1.7162 1.2790 1.6817 0.6 -1.0 -0.3 0.107
H 1.3097 2.8324 1.7383 0.1 1.1 0.0 0.115
H 2.1770 1.5429 -0.8683 0.0 -0.2 -0.1 0.118
H 1.4844 3.5251 -1.9479 -0.3 0.5 0.0 0.074
H 2.6287 3.7903 -0.6322 0.0 1.1 -0.2 0.077
H 0.8825 4.2527 -0.3548 0.1 0.1 -0.2 0.090
H -0.6007 1.8998 0.1649 0.4 0.6 0.2 0.032
H -0.2115 1.9442 -1.4421 0.0 0.2 0.1 0.038
C -2.6850 0.9939 -2.1094 -0.6 1.3 1.0 -0.060
O -2.2742 2.3846 -2.2190 1.1 -1.2 0.2 -0.235
C -3.3108 3.3186 -2.3844 -0.6 0.3 0.5 -0.179
C -4.0207 3.8196 -1.0356 -1.3 -0.1 -1.0 -0.425
C -5.1718 4.7980 -1.3460 -0.4 -1.7 -0.4 -0.070
N -3.1001 4.4425 -0.1003 0.8 -0.5 -1.1 0.053
H -3.3164 0.6953 -2.9462 0.1 0.0 -0.1 0.092
H -3.2631 0.9473 -1.1865 -0.4 -0.4 0.0 0.078
H -1.8575 0.3037 -1.9453 0.3 0.5 -0.4 0.068
H -2.8652 4.1620 -2.9118 0.1 0.3 0.2 0.128
H -3.9870 2.8550 -3.1026 -0.8 0.3 0.2 0.118
H -4.4343 2.9260 -0.5680 -0.4 -0.3 -0.1 0.118
H -5.7319 5.0804 -0.4546 0.7 0.6 0.2 0.074
H -5.9522 4.2114 -1.8307 0.0 0.1 -0.8 0.066
H -4.8298 5.6010 -1.9990 -0.2 0.2 0.4 0.079
H -3.1601 3.9515 0.7803 0.1 0.1 0.2 0.052
H -2.2838 4.0535 -0.5503 1.4 0.5 0.9 0.047
C 4.7819 1.1762 -2.7391 -1.5 0.2 -0.7 -0.095
O 3.6445 1.3239 -3.6085 -0.8 -1.4 -0.9 -0.229
C 3.1291 -0.0053 -4.0707 0.6 1.5 0.8 -0.131
C 1.6684 0.1200 -4.6255 0.6 1.4 1.4 -0.420
C 0.8193 0.6028 -3.4550 -0.1 0.4 -0.1 -0.050
N 1.1441 -1.1438 -5.0190 1.0 -1.8 -1.1 0.030
H 4.3864 0.9255 -1.7548 0.4 -0.2 0.3 0.075
H 5.2261 2.1713 -2.7190 0.3 -0.3 0.1 0.090
H 5.4280 0.3922 -3.1342 0.4 0.1 0.2 0.082
H 3.8906 -0.3857 -4.7515 -0.3 -0.1 -0.5 0.117
H 3.1772 -0.6394 -3.1855 -0.5 -0.4 0.1 0.110
H 1.7013 0.7606 -5.5068 -0.1 0.8 0.3 0.138
H 0.9023 -0.1412 -2.6628 0.1 0.1 0.1 0.062
H -0.2413 0.6577 -3.7003 0.0 0.1 -0.2 0.079
H 1.1270 1.5648 -3.0450 0.1 -0.1 -0.2 0.063
H 0.1861 -1.1965 -5.3343 -0.5 0.7 0.6 0.094
H 1.6146 -1.3086 -5.8974 0.4 -0.9 -0.2 0.085
C -1.5840 -3.0737 4.8805 0.9 0.0 -0.1 -0.169
O -1.8880 -3.0692 6.2663 -0.4 0.7 -0.1 -0.112
H -2.3210 -3.6290 4.3004 0.4 -0.5 0.0 0.064
H -1.5007 -2.1151 4.3685 -0.7 0.8 0.8 0.061
H -0.5364 -3.3673 4.8129 -0.1 -0.9 -0.6 0.083
H -1.4898 -3.8619 6.6334 -0.1 0.0 0.0 0.075
C -3.3480 -3.2336 1.0545 -1.0 0.5 0.1 -0.136
O -4.4299 -2.4657 0.4491 0.6 -0.8 0.4 -0.122
H -3.1529 -4.2038 0.5978 0.1 0.3 -0.8 0.066
H -2.4838 -2.5694 1.0571 0.1 -0.4 0.0 0.068
H -3.6577 -3.5301 2.0567 0.3 0.4 0.4 0.073
H -5.1964 -2.6603 0.9933 -0.2 0.1 -0.2 0.063
C 0.4166 -1.7916 0.9368 -0.4 -0.1 -0.1 -0.132
O -0.1647 -1.2743 -0.2557 -0.3 -0.8 0.3 -0.152
H 1.4091 -1.3929 1.1463 0.3 -0.3 -0.4 0.075
H -0.1481 -1.5907 1.8472 -0.5 0.3 0.0 0.056
H 0.3718 -2.8740 0.8162 0.7 0.1 0.0 0.063
H -0.1207 -0.3166 -0.3065 0.3 1.1 0.2 0.019
C -0.8735 -5.2777 1.7459 -1.6 -2.1 -0.1 -0.117
O -1.6009 -6.2263 2.6306 0.9 1.0 -0.3 -0.146
H -1.1886 -4.2578 1.9663 0.8 0.0 0.2 0.036
H 0.1774 -5.5660 1.7218 0.0 0.6 0.6 0.085
H -1.2381 -5.5605 0.7584 0.2 0.5 -0.4 0.075
H -2.4953 -6.2433 2.2822 -0.1 -0.1 0.1 0.052
C -1.5144 1.5831 2.7455 0.8 1.0 0.8 -0.123
O -1.7387 2.1727 1.4898 -0.8 -0.9 -0.8 -0.151
H -1.0780 0.5888 2.8398 -0.3 -0.5 -0.9 0.069
H -0.6960 2.2150 3.0904 -0.5 0.2 1.2 0.084
H -2.4836 1.6331 3.2417 0.5 0.0 1.0 0.094
H -2.5088 1.6946 1.1736 -0.2 0.2 -0.7 0.081
C 3.7598 -1.7591 3.5469 -1.7 -0.3 0.2 -0.140
O 3.4776 -2.6345 4.6926 1.1 0.4 -1.5 -0.124
H 3.0029 -0.9895 3.6985 0.5 0.6 -0.2 0.063
H 4.7596 -1.3732 3.3479 0.3 0.0 1.1 0.073
H 3.5065 -2.2092 2.5870 -0.3 -0.5 0.1 0.063
H 3.5284 -3.5190 4.3230 0.0 -0.2 0.3 0.061
O 1.0279 -2.6428 -2.3562 0.5 -0.7 0.0 -0.058
H 1.3098 -2.0525 -3.0550 0.1 -0.1 -0.7 -0.020
H 0.4920 -2.0959 -1.7818 -0.4 0.3 0.7 -0.009
O 2.5216 -4.0095 -0.2209 0.2 -0.2 0.6 -0.065
H 2.2171 -3.5828 -1.0218 -0.5 0.4 -0.7 -0.015
H 3.2189 -4.5970 -0.5123 0.1 -0.2 0.0 0.029
```
Forces are in eV/Å.

ΔE to the lowest compared entry with this formula, charge and spin   1.809 eV
HOMO level   -8.96 eV
Lowest unoccupied orbital energy   0.27 eV
Largest force on an atom   2.67 eV/A

=====

# 3
10 unconnected molecules or ions with the total composition C18H61N4O10 at a distorted geometry, computed with the ωB97M-V functional and the def2-TZVPD basis.

XYZ file:
```
93
Properties=species:S:1:pos:R:3:forces:R:3:lowdin_charge:R:1
O -2.2863 -5.5559 2.7060 0.2 -0.7 0.8 0.377
H -2.3396 -6.4110 2.2729 -0.5 -0.8 -0.4 0.182
H -1.4109 -5.2072 2.5227 1.3 1.3 -0.3 0.163
H -2.9884 -4.9512 2.4549 -0.9 0.9 -0.4 0.181
O 3.9279 -3.6405 4.1735 0.5 0.1 -0.5 0.392
H 3.1236 -3.4191 3.6984 -1.3 0.5 -1.3 0.172
H 4.0531 -2.9827 4.8614 0.4 0.6 0.8 0.191
H 3.8808 -4.5435 4.4959 0.1 -0.7 0.4 0.187
C -0.3896 -0.2198 1.5719 0.7 -0.6 -0.5 -0.123
C 0.4438 -1.3198 0.7955 0.4 -0.6 1.8 -0.498
O 0.6367 -2.5339 1.5105 -1.0 -0.2 0.1 -0.481
H -0.3978 0.7640 1.1026 0.1 0.0 -0.5 0.046
H -0.0040 -0.0214 2.5719 0.1 -0.4 0.2 0.042
H -1.4249 -0.5548 1.6339 -0.1 -0.1 0.2 0.043
H 1.4869 -1.0571 0.6192 0.1 1.2 -0.4 0.067
H -0.0255 -1.4460 -0.1802 -0.2 -0.2 -0.3 0.067
C 8.8818 0.6373 -0.6704 1.4 0.9 -1.0 -0.090
C 8.8823 0.4939 0.8673 0.3 1.3 -2.9 -0.399
C 8.7132 1.9345 1.5239 -0.8 -0.7 0.6 -0.142
O 7.5801 2.7242 1.0403 0.6 -0.6 -0.6 -0.202
C 7.4533 3.9447 1.7454 0.2 0.2 1.1 -0.128
N 7.8327 -0.4423 1.1079 -2.4 -0.2 1.6 0.017
H 7.9575 1.0683 -1.0551 0.0 0.0 0.2 0.080
H 9.1222 -0.2397 -1.2713 -0.6 -0.9 0.7 0.074
H 9.7077 1.2166 -1.0832 0.0 0.9 0.4 0.072
H 9.8208 0.0069 1.1321 0.2 0.6 0.5 0.130
H 9.6339 2.5158 1.4743 0.1 -0.1 -0.5 0.120
H 8.5183 1.8150 2.5897 0.1 -0.3 0.3 0.112
H 7.1029 3.7758 2.7636 0.1 -0.4 0.4 0.080
H 6.7320 4.6821 1.3935 -0.1 -0.6 -1.0 0.088
H 8.3890 4.4948 1.8458 0.3 -0.2 -0.2 0.085
H 6.9984 0.1252 1.1535 -0.5 0.3 0.8 0.051
H 7.5230 -0.9321 0.2807 1.0 -0.5 -0.4 0.067
C 3.4350 0.7654 -3.9373 -2.1 -1.5 -0.1 -0.055
C 3.4468 -0.6051 -4.6886 -0.1 1.2 -1.3 -0.432
C 2.4816 -0.6684 -5.9231 0.2 -0.7 -0.5 -0.188
O 2.7818 -1.8086 -6.7471 -0.4 -1.1 0.2 -0.242
C 1.7488 -2.1896 -7.7124 1.0 1.3 1.6 -0.070
N 4.7890 -0.7233 -5.1241 1.2 -0.6 0.3 0.019
H 3.9356 1.6080 -4.4143 0.4 -0.4 -0.1 0.076
H 3.7765 0.5498 -2.9249 0.1 0.5 -0.1 0.074
H 2.3769 1.0272 -3.9391 -0.1 0.4 0.6 0.066
H 3.2098 -1.4480 -4.0394 -0.3 0.1 0.3 0.133
H 2.6530 0.1245 -6.6511 -0.3 1.0 0.6 0.125
H 1.4468 -0.7549 -5.5916 -0.3 0.3 0.0 0.112
H 2.1500 -3.0668 -8.2201 -0.3 0.3 -0.1 0.089
H 1.5608 -1.3171 -8.3382 0.2 -0.2 -0.6 0.079
H 0.8004 -2.3632 -7.2039 0.0 -0.5 0.1 0.076
H 4.8990 -1.4395 -5.8277 0.3 0.4 -0.3 0.072
H 5.1410 0.2020 -5.3239 0.4 -0.5 -0.7 0.065
C -5.1613 2.9808 -3.5254 0.1 0.1 -1.1 -0.056
C -3.8927 2.5734 -4.3249 -0.1 -1.9 0.9 -0.432
C -4.1962 1.2094 -5.1173 -1.2 2.2 -0.1 -0.197
O -4.6292 0.1347 -4.2970 0.3 1.2 -0.6 -0.179
C -3.5916 -0.2726 -3.4358 -0.8 -1.2 0.1 -0.114
N -3.4864 3.6148 -5.2306 0.2 0.5 -1.5 0.019
H -6.0197 2.9811 -4.1972 0.1 0.5 -0.4 0.075
H -4.9569 3.9978 -3.1909 -0.4 -0.1 0.4 0.072
H -5.5663 2.3277 -2.7524 1.0 -0.1 0.4 0.072
H -3.0596 2.4795 -3.6283 -0.1 -0.7 0.4 0.112
H -3.5952 0.9702 -5.9946 1.7 -0.6 0.8 0.114
H -4.9975 1.5408 -5.7777 -1.2 -0.2 0.6 0.115
H -2.8223 -0.7231 -4.0630 0.7 0.4 0.4 0.092
H -4.0098 -1.0916 -2.8507 0.0 -0.1 0.0 0.083
H -3.3173 0.4809 -2.6974 0.5 0.2 -0.4 0.084
H -2.8587 4.2931 -4.8231 -0.5 0.4 0.8 0.073
H -2.8134 3.2233 -5.8741 -0.2 -0.5 -0.6 0.066
C -8.0515 1.5296 8.2860 0.6 -1.2 -0.3 -0.048
C -7.8320 1.3306 6.7752 -0.5 0.3 -1.1 -0.439
C -6.7546 0.3487 6.2427 0.3 1.0 0.5 -0.147
O -6.6858 0.3217 4.7691 -0.7 -1.1 3.0 -0.211
C -6.2297 1.4891 4.2129 0.9 0.9 -1.6 -0.153
N -9.0372 0.9631 6.0273 -0.3 0.7 0.5 0.036
H -7.2031 1.9899 8.7925 0.0 0.4 -0.3 0.073
H -8.1072 0.5600 8.7809 -0.4 -0.2 0.0 0.070
H -8.9656 2.0868 8.4910 0.1 0.0 -0.2 0.081
H -7.5948 2.3110 6.3623 0.3 0.2 0.2 0.108
H -7.0171 -0.6449 6.6061 0.3 -0.1 -0.3 0.124
H -5.8067 0.7019 6.6486 0.5 -0.4 -0.1 0.119
H -5.1449 1.5761 4.1529 0.5 -0.4 0.3 0.084
H -6.5122 2.4369 4.6712 -0.7 -0.2 0.0 0.087
H -6.5557 1.3926 3.1772 -0.1 0.7 -0.1 0.096
H -9.5680 0.2284 6.4729 0.1 -0.3 -0.1 0.071
H -8.6363 0.6726 5.1470 -0.9 -0.4 -0.3 0.051
O -5.5446 -3.0110 2.0113 0.3 -0.4 0.0 -0.060
H -6.1718 -3.0440 1.2890 -0.2 0.0 -0.2 0.037
H -5.7437 -2.1919 2.4648 0.0 0.3 0.2 0.030
O 4.6443 1.0176 3.1311 0.0 -0.3 0.3 -0.057
H 3.8884 1.4409 2.7239 -0.2 0.1 -0.1 0.036
H 5.3741 1.2126 2.5432 0.3 0.1 -0.2 0.007
O 0.4080 -6.0508 -1.3086 0.0 -0.2 0.0 -0.047
H -0.2397 -6.6926 -1.0173 -0.1 -0.2 -0.1 0.014
H 0.2937 -5.3083 -0.7154 0.1 0.5 0.1 0.015
```
Forces are in eV/Å.

ΔE to the lowest compared entry with this formula, charge and spin   7.695 eV
HOMO level   -8.53 eV
Net charge   +1
Lowest unoccupied orbital energy   -4.34 eV
Largest force on an atom   3.24 eV/A